(1)
# C5H15OPSi

An isolated molecule of C5H15OPSi in a non-equilibrium geometry (wB97M-V/def2-TZVPD, the Open Molecules 2025 dataset).

Each line ends with the natural charge from an NBO analysis.
Cartesian coordinates (Å):
C -1.343 1.070 1.596  -1.185
Si -1.017 0.356 -0.022  1.313
C -1.331 1.493 -1.517  -1.067
C -1.796 -1.394 -0.341  -1.089
P 1.288 0.180 0.085  1.519
C 1.840 -0.479 1.642  -1.041
C 1.935 -0.887 -1.313  -1.023
O 1.737 1.581 -0.032  -1.130
H -0.407 1.727 1.844  0.272
H -2.250 1.666 1.838  0.262
H -1.100 0.178 2.364  0.233
H -2.331 1.792 -1.699  0.235
H -0.704 2.257 -1.719  0.250
H -1.066 0.769 -2.299  0.222
H -1.086 -2.119 -0.056  0.233
H -2.587 -1.567 0.459  0.242
H -2.071 -1.383 -1.390  0.242
H 1.150 -0.242 2.493  0.260
H 2.004 -1.554 1.736  0.243
H 2.883 -0.076 1.468  0.266
H 2.305 -0.224 -2.123  0.258
H 2.760 -1.618 -1.114  0.241
H 1.189 -1.525 -1.900  0.243

Its HOMO energy is -0.319 Eh. The calculation puts the HOMO-LUMO gap at 9.38 eV. The structure (SMILES) is C[Si](C)(C)P(C)(C)=O. The energy above the lowest of the compared OMol25 structures with the same formula, charge and spin is 82.1 kJ/mol. As for the charge: 0.

***

(2)
# C5H16IO6PTa

C5H16IO6PTa as an isolated structure in a non-equilibrium geometry (wB97M-V/def2-TZVPD, the Open Molecules 2025 dataset).

Each line ends with the natural charge from an NBO analysis.
Cartesian coordinates (Å):
C 4.292 -1.154 1.026  -0.652
C 3.861 0.252 0.461  -0.058
O 2.449 0.351 0.574  -0.541
C 1.806 -0.149 -0.600  -0.619
Ta -0.496 -0.072 -0.602  1.829
O -0.566 -1.936 -1.615  -1.048
I -0.572 1.364 -3.122  -0.392
C -2.835 -0.108 -0.543  -0.986
C -3.356 -1.307 0.316  -0.066
O -4.552 -1.882 -0.225  -0.745
P -0.610 2.232 0.589  1.668
O 0.716 2.863 0.928  -1.080
O -1.401 3.332 -0.443  -0.978
O -1.563 2.107 1.984  -0.996
H 4.990 -1.083 1.871  0.198
H 3.373 -1.699 1.283  0.226
H 4.788 -1.728 0.221  0.192
H 4.300 1.014 1.127  0.176
H 4.201 0.419 -0.572  0.162
H 2.174 0.318 -1.540  0.195
H 2.075 -1.235 -0.669  0.184
H -0.527 -0.908 1.065  -0.344
H -0.939 -1.763 -2.482  0.482
H -3.263 0.857 -0.214  0.209
H -3.171 -0.312 -1.581  0.217
H -2.606 -2.112 0.347  0.184
H -3.575 -0.949 1.340  0.150
H -4.888 -1.284 -0.886  0.461
H -2.285 3.391 -0.071  0.477
H -1.821 1.185 2.035  0.493

Its HOMO energy is -0.196 Eh. The calculation puts the HOMO-LUMO gap at 7.14 eV. As for the charge: -1.

***

(3)
# C5H16N2O

A 2-piece molecular cluster, C5H16N2O overall in a non-equilibrium geometry (wB97M-V/def2-TZVPD, the Open Molecules 2025 dataset).

Each line ends with the natural charge from an NBO analysis.
Cartesian coordinates (Å):
C -1.910 1.373 1.110  -0.412
N -1.050 0.301 0.631  -0.642
C 0.374 0.669 0.673  -0.210
C 1.152 -0.139 -0.369  -0.064
C 2.634 -0.168 0.020  -0.630
N 0.871 0.448 -1.664  -0.630
C 1.266 -0.383 -2.800  -0.413
H -1.924 2.230 0.433  0.168
H -1.570 1.740 2.078  0.191
H -2.930 1.009 1.175  0.190
H -1.382 0.110 -0.308  0.365
H 0.509 1.746 0.493  0.162
H 0.662 0.462 1.686  0.191
H 0.741 -1.147 -0.329  0.197
H 3.161 0.778 -0.069  0.204
H 3.180 -0.834 -0.657  0.207
H 2.761 -0.517 1.029  0.215
H 1.321 1.355 -1.715  0.350
H 0.644 -1.239 -2.756  0.190
H 1.039 0.082 -3.752  0.207
H 2.280 -0.781 -2.699  0.167
O -3.023 -2.014 2.185  -0.950
H -2.171 -1.681 1.885  0.484
H -3.581 -1.228 2.251  0.463

Its HOMO energy is -0.327 Eh. The calculation puts the HOMO-LUMO gap at 9.87 eV. The structure (SMILES) is CNC[C@H](C)NC.O. The energy above the lowest of the compared OMol25 structures with the same formula, charge and spin is 80.8 kJ/mol. As for the charge: 0.

***

Copy entry 2 word for word.
# C5H16IO6PTa

C5H16IO6PTa as an isolated structure in a non-equilibrium geometry (wB97M-V/def2-TZVPD, the Open Molecules 2025 dataset).

Each line ends with the natural charge from an NBO analysis.
Cartesian coordinates (Å):
C 4.292 -1.154 1.026  -0.652
C 3.861 0.252 0.461  -0.058
O 2.449 0.351 0.574  -0.541
C 1.806 -0.149 -0.600  -0.619
Ta -0.496 -0.072 -0.602  1.829
O -0.566 -1.936 -1.615  -1.048
I -0.572 1.364 -3.122  -0.392
C -2.835 -0.108 -0.543  -0.986
C -3.356 -1.307 0.316  -0.066
O -4.552 -1.882 -0.225  -0.745
P -0.610 2.232 0.589  1.668
O 0.716 2.863 0.928  -1.080
O -1.401 3.332 -0.443  -0.978
O -1.563 2.107 1.984  -0.996
H 4.990 -1.083 1.871  0.198
H 3.373 -1.699 1.283  0.226
H 4.788 -1.728 0.221  0.192
H 4.300 1.014 1.127  0.176
H 4.201 0.419 -0.572  0.162
H 2.174 0.318 -1.540  0.195
H 2.075 -1.235 -0.669  0.184
H -0.527 -0.908 1.065  -0.344
H -0.939 -1.763 -2.482  0.482
H -3.263 0.857 -0.214  0.209
H -3.171 -0.312 -1.581  0.217
H -2.606 -2.112 0.347  0.184
H -3.575 -0.949 1.340  0.150
H -4.888 -1.284 -0.886  0.461
H -2.285 3.391 -0.071  0.477
H -1.821 1.185 2.035  0.493

Its HOMO energy is -0.196 Eh. The calculation puts the HOMO-LUMO gap at 7.14 eV. As for the charge: -1.